Record 1
89
Properties=species:S:1:pos:R:3:forces:R:3:lowdin_charge:R:1 method="wB97M-V/def2-TZVPD" homo_energy_ev=-11.5 lumo_ev=-3.487 orbital_gap_ev=7.98 total_charge=+1
N 3.0030 -1.5789 -0.7040 -0.1 -0.5 0.1 0.2498
C 1.8360 -1.2804 -1.2335 1.1 0.1 0.5 -0.3803
N 1.5386 -0.0704 -1.7181 -0.3 0.7 -0.4 0.2092
C 0.2978 -0.1541 -2.1391 1.7 0.6 0.6 -0.0493
N -0.1676 -1.3835 -1.9379 -2.1 -0.6 -0.5 -0.1304
S -1.7423 -1.8847 -2.3472 -1.3 -0.4 -1.0 0.7653
O -2.3081 -0.8200 -3.0780 0.2 0.8 0.3 -0.1849
O -1.7027 -3.1729 -2.9207 0.6 -0.6 0.7 -0.1891
C -2.5282 -1.9506 -0.6599 1.1 0.4 0.2 -0.6623
F -1.7831 -2.7962 0.0730 -0.4 0.1 -0.1 0.1446
F -2.4248 -0.7319 -0.1379 -0.2 -0.4 -0.1 0.1622
F -3.7624 -2.3465 -0.7522 0.0 -0.1 0.0 0.2180
N 0.8052 -2.1160 -1.3400 0.2 -0.3 0.1 0.1911
H 3.2244 -2.5233 -0.4195 0.3 0.0 0.1 0.1091
H 3.6887 -0.8473 -0.6445 0.2 0.0 0.0 0.1414
H -0.2434 0.6611 -2.5721 -0.4 0.1 -0.2 0.1605
H 0.7168 -3.0840 -1.0726 -0.2 -0.1 -0.1 0.1983
C 3.3320 7.1642 -1.0993 0.0 0.0 0.0 -0.0483
C 3.1550 6.0380 -1.8959 0.0 0.0 0.0 -0.0546
C 2.3200 5.0163 -1.4783 0.1 0.0 -0.1 -0.0074
C 1.6656 5.1103 -0.2562 0.0 0.0 0.1 -0.0862
C 1.8590 6.2337 0.5517 -0.1 -0.1 0.0 -0.0799
C 2.6862 7.2621 0.1212 0.1 0.1 -0.1 0.0044
C 1.1976 6.3429 1.8835 0.0 0.2 0.1 -0.2769
O 1.3582 7.3207 2.5802 0.0 0.0 0.0 0.1176
C 0.3397 5.2113 2.3351 0.0 -0.1 -0.1 -0.0807
C -0.2458 5.2653 3.5922 -0.1 0.0 0.1 0.0039
C -1.0546 4.2269 4.0222 0.0 -0.1 0.0 -0.0472
C -1.2858 3.1321 3.1967 0.0 0.0 0.0 -0.0526
C -0.7008 3.0697 1.9442 0.0 0.0 0.1 -0.0170
C 0.1172 4.1054 1.5100 0.1 0.1 0.0 -0.0863
C 0.7567 4.0127 0.1704 -0.1 -0.1 -0.1 -0.2783
O 0.5331 3.0650 -0.5599 0.0 -0.2 -0.1 0.0692
H 3.9783 7.9652 -1.4314 0.0 0.0 0.0 0.1113
H 3.6684 5.9604 -2.8447 0.0 0.0 0.0 0.1087
H 2.1745 4.1420 -2.0966 -0.1 0.0 0.0 0.1148
H 2.8226 8.1336 0.7456 0.0 0.0 0.1 0.1237
H -0.0644 6.1190 4.2297 0.0 0.1 -0.1 0.1235
H -1.5072 4.2693 5.0036 0.0 0.0 0.0 0.1106
H -1.9222 2.3251 3.5338 0.0 0.0 0.0 0.1087
H -0.8794 2.2201 1.3020 0.0 0.1 -0.1 0.1045
C 3.5725 -6.4980 4.5209 0.0 0.0 0.0 -0.0435
C 3.3745 -5.2520 3.9364 0.0 0.0 0.0 -0.0553
C 3.6717 -5.0588 2.5991 -0.1 0.0 0.1 -0.0149
C 4.1785 -6.1062 1.8386 0.0 -0.1 -0.1 -0.0873
C 4.3969 -7.3508 2.4341 0.0 0.1 -0.1 -0.0760
C 4.0829 -7.5442 3.7721 0.0 0.0 0.1 0.0098
C 4.9824 -8.4803 1.6561 0.0 -0.2 0.1 -0.2743
O 5.1649 -9.5600 2.1715 0.0 0.0 0.0 0.1250
C 5.3419 -8.2367 0.2316 0.0 0.1 0.0 -0.0784
C 5.9377 -9.2546 -0.4988 0.0 -0.1 -0.1 0.0088
C 6.2674 -9.0497 -1.8279 0.0 0.1 0.0 -0.0416
C 5.9960 -7.8291 -2.4360 0.0 0.0 0.0 -0.0495
C 5.4057 -6.8086 -1.7117 0.0 0.0 -0.1 -0.0046
C 5.0831 -7.0037 -0.3738 0.0 0.0 0.1 -0.0879
C 4.4782 -5.8895 0.3976 0.0 0.1 0.0 -0.2709
O 4.2365 -4.8199 -0.1407 -0.2 0.3 0.0 0.0533
H 3.3332 -6.6499 5.5645 0.0 0.0 0.0 0.1132
H 2.9880 -4.4326 4.5274 0.0 0.0 0.0 0.1089
H 3.5170 -4.0917 2.1425 0.0 0.0 -0.1 0.1050
H 4.2446 -8.5132 4.2225 0.1 0.0 -0.1 0.1259
H 6.1439 -10.2028 -0.0232 0.0 0.0 0.1 0.1254
H 6.7363 -9.8430 -2.3937 0.0 0.0 0.0 0.1134
H 6.2497 -7.6745 -3.4759 0.0 0.0 0.0 0.1109
H 5.1979 -5.8572 -2.1797 0.0 0.1 0.1 0.1157
C -6.3979 -0.4057 0.0302 0.0 0.0 0.0 -0.0650
C -7.5459 -0.1477 -0.7121 0.0 0.0 0.0 -0.0478
C -7.6995 1.0693 -1.3526 -0.1 -0.1 0.0 0.0069
C -6.7105 2.0387 -1.2467 0.1 0.0 0.1 -0.0757
C -5.5665 1.7873 -0.4876 0.0 0.1 -0.1 -0.0791
C -5.4114 0.5586 0.1423 -0.1 -0.1 0.0 -0.0211
C -4.5127 2.8281 -0.3266 0.1 0.0 0.1 -0.2697
O -3.5088 2.6078 0.3223 0.1 -0.2 0.0 0.0902
C -4.7201 4.1473 -0.9793 -0.1 0.0 0.0 -0.0830
C -3.7749 5.1490 -0.7957 0.1 0.1 0.0 0.0005
C -3.9458 6.3788 -1.4066 0.0 0.0 0.0 -0.0503
C -5.0571 6.6111 -2.2105 0.0 0.0 0.0 -0.0473
C -6.0041 5.6181 -2.3938 0.0 0.1 0.0 0.0043
C -5.8443 4.3864 -1.7734 0.1 -0.1 0.1 -0.0805
C -6.8880 3.3393 -1.9564 -0.1 0.1 -0.1 -0.2748
O -7.8563 3.5353 -2.6569 0.0 0.0 0.0 0.1187
H -6.2795 -1.3599 0.5273 0.0 0.0 0.0 0.1056
H -8.3211 -0.8979 -0.7890 0.0 0.0 0.0 0.1113
H -8.5874 1.2749 -1.9334 0.0 0.1 0.0 0.1244
H -4.5209 0.3683 0.7249 0.0 0.1 0.0 0.1036
H -2.9115 4.9621 -0.1717 0.0 -0.1 0.0 0.1149
H -3.2124 7.1600 -1.2585 0.0 0.0 0.0 0.1096
H -5.1852 7.5712 -2.6914 0.0 0.0 0.0 0.1111
H -6.8714 5.7951 -3.0139 -0.1 -0.1 0.0 0.1235



Record 2
87
Properties=species:S:1:pos:R:3:forces:R:3:lowdin_charge:R:1 method="wB97M-V/def2-TZVPD" homo_energy_ev=-9.5 lumo_ev=-0.924 orbital_gap_ev=8.57
O 3.8281 5.9374 5.8825 -1.5 0.1 -1.2 0.1298
C 2.8660 6.0331 5.1459 1.6 -0.4 1.4 -0.4747
O 2.5792 5.0609 4.2091 -0.3 0.3 0.2 0.0429
C 1.9150 7.2051 5.2317 0.3 -0.1 -0.6 -0.0947
C 1.1844 7.5500 3.9390 -0.2 0.2 0.3 -0.2120
O -0.1781 7.1019 3.8249 0.2 -0.2 0.3 -0.2993
S -0.4759 5.6074 4.3669 -0.4 0.1 -0.1 0.8907
O -1.0445 4.8956 3.2516 0.2 -0.3 -0.3 -0.3898
O -1.7635 6.0883 5.2349 0.1 0.4 0.1 -0.2295
H 3.0519 5.2360 3.3921 0.3 -0.1 -0.2 0.1211
H 2.5573 8.0424 5.4692 0.1 0.2 0.2 0.1283
H 1.2406 7.0942 6.0699 -0.2 -0.1 0.2 0.1284
H 1.1125 8.6252 3.8853 -0.2 0.3 -0.1 0.1246
H 1.7470 7.2212 3.0756 0.1 -0.2 -0.3 0.1197
H -1.8874 5.4588 5.9511 -0.1 -0.2 0.2 0.0635
C -0.9625 3.5678 0.4688 0.1 0.0 -0.2 -0.0490
C -0.8280 3.7888 -0.8968 0.0 -0.1 0.0 -0.0450
C -1.5316 3.0125 -1.8017 0.1 0.1 0.0 -0.0013
C -2.3679 2.0043 -1.3446 0.0 -0.1 0.1 -0.0812
C -2.4913 1.7671 0.0293 0.0 0.0 -0.1 -0.0674
C -1.7888 2.5592 0.9316 -0.1 0.1 -0.2 -0.0059
C -3.3571 0.6658 0.5330 0.0 0.0 0.2 -0.2667
O -3.4859 0.4609 1.7239 0.0 0.0 0.0 0.0917
C -4.0644 -0.1878 -0.4613 0.0 0.0 -0.1 -0.0800
C -4.8301 -1.2567 -0.0137 -0.1 -0.1 0.0 -0.0006
C -5.5000 -2.0556 -0.9238 0.0 0.0 -0.1 -0.0545
C -5.4152 -1.7857 -2.2855 0.0 0.0 0.0 -0.0524
C -4.6522 -0.7230 -2.7369 -0.1 -0.1 0.0 0.0005
C -3.9691 0.0746 -1.8287 0.0 0.0 0.1 -0.0777
C -3.1277 1.1938 -2.3346 0.0 0.0 -0.2 -0.2715
O -3.0587 1.4290 -3.5234 0.0 0.0 -0.1 0.0967
H -0.4218 4.1774 1.1733 0.0 0.1 0.1 0.0800
H -0.1728 4.5713 -1.2558 0.0 0.0 0.0 0.1073
H -1.4345 3.1835 -2.8644 -0.1 -0.1 0.0 0.1193
H -1.8904 2.3956 1.9893 -0.2 0.0 0.1 0.0953
H -4.8939 -1.4606 1.0456 0.0 0.1 0.0 0.1201
H -6.0906 -2.8913 -0.5736 0.0 0.0 0.0 0.1076
H -5.9430 -2.4091 -2.9948 0.0 0.0 0.0 0.1074
H -4.5776 -0.5110 -3.7938 0.1 0.1 0.0 0.1039
C 2.8211 -5.4536 -4.7746 0.0 0.0 0.0 -0.0575
C 1.9208 -6.5106 -4.8571 0.0 0.0 0.0 -0.0576
C 0.5917 -6.2696 -5.1575 0.1 -0.1 0.0 -0.0030
C 0.1536 -4.9686 -5.3677 0.0 0.1 0.0 -0.0825
C 1.0538 -3.9058 -5.2660 -0.1 0.0 0.0 -0.0821
C 2.3893 -4.1548 -4.9778 0.1 -0.1 0.0 -0.0027
C 0.6003 -2.4974 -5.4463 0.1 0.1 0.0 -0.2770
O 1.3839 -1.5754 -5.3648 0.0 0.0 0.0 0.1075
C -0.8436 -2.2556 -5.7227 0.0 -0.1 0.0 -0.0796
C -1.3006 -0.9497 -5.8417 -0.1 0.1 0.0 0.0048
C -2.6365 -0.7068 -6.1076 -0.1 0.0 0.0 -0.0626
C -3.5209 -1.7690 -6.2644 0.1 0.0 0.0 -0.0661
C -3.0725 -3.0730 -6.1440 -0.1 0.1 0.0 -0.0030
C -1.7354 -3.3218 -5.8647 0.1 0.0 0.0 -0.0830
C -1.2778 -4.7301 -5.7064 -0.1 -0.1 0.0 -0.2781
O -2.0481 -5.6571 -5.8446 0.0 0.0 0.0 0.1046
H 3.8610 -5.6454 -4.5469 0.0 0.0 0.0 0.1067
H 2.2588 -7.5240 -4.6876 0.0 0.0 0.0 0.1067
H -0.1120 -7.0867 -5.2282 -0.1 0.0 0.0 0.1198
H 3.0826 -3.3286 -4.9105 -0.1 0.1 0.0 0.1200
H -0.6094 -0.1283 -5.7189 0.1 0.0 0.0 0.1227
H -2.9929 0.3109 -6.1873 0.0 0.0 0.0 0.1075
H -4.5646 -1.5766 -6.4768 0.0 0.0 0.0 0.1082
H -3.7557 -3.9023 -6.2607 0.1 -0.1 0.0 0.1193
C 6.1327 -3.0527 4.1168 0.0 0.0 0.0 -0.0591
C 5.2779 -4.1471 4.0361 0.0 0.0 0.0 -0.0591
C 3.9270 -3.9581 3.8032 0.1 -0.1 0.0 -0.0038
C 3.4216 -2.6726 3.6592 0.0 0.1 0.0 -0.0821
C 4.2766 -1.5733 3.7592 -0.1 0.0 0.0 -0.0823
C 5.6338 -1.7693 3.9793 0.1 -0.1 0.0 -0.0038
C 3.7516 -0.1822 3.6487 0.1 0.1 0.0 -0.2768
O 4.4978 0.7717 3.7257 0.0 0.0 0.0 0.1047
C 2.2885 -0.0001 3.4451 0.0 -0.1 0.0 -0.0824
C 1.7678 1.2859 3.3927 -0.1 0.2 0.0 0.0075
C 0.4128 1.4821 3.1852 0.0 -0.2 0.0 -0.0425
C -0.4327 0.3843 3.0261 0.2 0.0 0.1 -0.0398
C 0.0822 -0.8997 3.0882 -0.1 0.1 0.0 0.0120
C 1.4397 -1.0993 3.3029 0.1 0.0 0.0 -0.0824
C 1.9662 -2.4892 3.3912 -0.1 -0.1 0.0 -0.2770
O 1.2350 -3.4473 3.2532 0.0 0.0 0.0 0.1060
H 7.1895 -3.2034 4.2915 0.0 0.0 0.0 0.1062
H 5.6686 -5.1489 4.1541 0.0 0.0 0.0 0.1062
H 3.2581 -4.8041 3.7339 -0.1 0.0 0.0 0.1196
H 6.2914 -0.9143 4.0454 -0.1 0.1 0.0 0.1195
H 2.4281 2.1319 3.5190 0.1 0.0 0.0 0.1109
H 0.0203 2.4892 3.1469 0.0 0.0 0.0 0.0786
H -1.4894 0.5224 2.8591 -0.1 0.0 0.0 0.0789
H -0.5695 -1.7541 2.9708 0.1 -0.1 0.0 0.1224